Entry from the Open Molecules 2025 dataset: a structure of composition C28H28ClN2O2PSTc in a non-equilibrium geometry (ωB97M-V/def2-TZVPD).

XYZ file:
```
64
Properties=species:S:1:pos:R:3
Tc 1.417 2.486 1.227
C 1.448 5.031 2.834
C 0.351 4.254 2.159
C -0.512 3.415 2.885
C -1.708 2.939 2.333
C -2.020 3.208 1.019
C -1.115 3.921 0.231
C 0.045 4.454 0.787
H 1.924 4.460 3.628
H 1.013 5.931 3.276
H 2.209 5.363 2.125
H -0.280 3.222 3.925
H -2.390 2.367 2.948
H -2.948 2.850 0.596
H -1.333 4.114 -0.811
H 0.681 5.098 0.191
O 2.754 0.499 4.386
C 1.958 0.872 3.596
O 2.146 2.052 2.892
C 0.642 0.185 3.230
P 0.642 0.260 1.404
C -0.937 -0.193 0.672
C -1.436 0.552 -0.394
C -2.627 0.181 -1.000
C -3.324 -0.929 -0.541
C -2.827 -1.677 0.518
C -1.633 -1.318 1.119
C 1.892 -0.994 1.001
C 2.986 -0.738 0.178
C 3.911 -1.738 -0.092
C 3.749 -3.001 0.453
C 2.668 -3.264 1.284
C 1.749 -2.268 1.563
H -0.210 0.736 3.628
H 0.644 -0.826 3.633
H -0.882 1.407 -0.760
H -3.016 0.761 -1.827
H -4.256 -1.214 -1.010
H -3.372 -2.542 0.872
H -1.255 -1.912 1.942
H 3.145 0.245 -0.241
H 4.763 -1.521 -0.721
H 4.472 -3.778 0.245
H 2.547 -4.244 1.725
H 0.923 -2.498 2.223
Cl 2.107 2.518 -0.897
N 0.314 0.996 -4.486
C 0.262 -0.097 -3.721
S 1.401 -0.213 -2.441
N -0.655 -1.020 -3.975
C -0.984 -2.248 -3.306
C -1.841 -3.092 -3.999
C -2.218 -4.302 -3.445
C -1.736 -4.678 -2.198
C -0.889 -3.828 -1.511
C -0.513 -2.606 -2.052
H 1.108 1.613 -4.415
H -0.263 1.090 -5.310
H -1.201 -0.874 -4.817
H -2.209 -2.812 -4.980
H -2.880 -4.956 -3.995
H -2.017 -5.630 -1.771
H -0.509 -4.111 -0.538
H 0.126 -1.954 -1.473
```

As for the spin multiplicity: 2. The highest occupied orbital energy (alpha / beta) comes out at -13.00 / -13.21 eV. The value obtained for the HOMO-LUMO gap (alpha / beta) is 0.13758 / 0.15890 hartree. The total charge is +2. Its relative energy (zero: lowest compared OMol25 entry of this formula, charge and spin) is 57.34 kcal/mol. The value obtained for the LUMO energy (alpha / beta) is -9.3 / -8.9 eV. Its max |F| is 1.86 eV/A.

Entry from the Open Molecules 2025 dataset: a structure of composition C28H28N4O2W in a non-equilibrium geometry (ωB97M-V/def2-TZVPD).

XYZ file:
```
63
Properties=species:S:1:pos:R:3
W -0.016 0.023 0.413
C -1.938 1.673 2.120
C -0.840 0.825 2.448
C 0.494 1.306 2.199
C 0.641 2.422 1.337
C -0.470 3.051 0.799
C -1.761 2.742 1.274
H -2.914 1.458 2.535
H -0.982 0.140 3.277
H 1.311 1.027 2.853
H 1.625 2.834 1.161
H -0.334 3.894 0.133
H -2.589 3.388 1.014
O 2.907 1.687 -3.968
C 3.748 1.780 -2.939
C 5.029 2.266 -3.199
C 5.936 2.425 -2.177
C 5.611 2.074 -0.859
C 4.374 1.554 -0.588
C 3.414 1.411 -1.612
C 2.100 0.954 -1.265
O 1.852 0.468 -0.060
N 1.068 1.128 -2.070
N -0.079 0.738 -1.459
C -1.238 1.095 -1.983
C -2.360 0.612 -1.265
C -3.697 0.738 -1.655
C -4.675 0.085 -0.942
C -4.303 -0.713 0.146
C -2.987 -0.752 0.526
N -2.015 -0.076 -0.130
H 2.011 1.466 -3.673
H 5.272 2.520 -4.222
H 6.915 2.832 -2.393
H 6.334 2.210 -0.067
H 4.115 1.240 0.414
H -1.277 1.672 -2.897
H -3.939 1.335 -2.524
H -5.716 0.170 -1.220
H -5.042 -1.291 0.683
H -2.664 -1.332 1.381
C -3.147 -3.149 -2.695
N -2.206 -3.466 -1.655
C -2.715 -4.029 -0.424
C -0.908 -2.853 -1.813
C 0.044 -3.064 -0.664
C 0.674 -4.286 -0.497
C 1.558 -4.499 0.557
C 1.827 -3.486 1.472
C 1.209 -2.263 1.305
C 0.307 -2.026 0.243
H -4.081 -3.680 -2.525
H -2.761 -3.450 -3.674
H -3.370 -2.068 -2.742
H -3.327 -4.905 -0.647
H -3.351 -3.327 0.145
H -1.906 -4.350 0.225
H -1.025 -1.766 -1.974
H -0.443 -3.244 -2.729
H 0.476 -5.085 -1.202
H 2.046 -5.459 0.665
H 2.515 -3.654 2.288
H 1.431 -1.465 2.020
```

As for the spin multiplicity: 3. The highest occupied orbital energy (alpha / beta) comes out at -13.00 / -13.00 eV. The value obtained for the HOMO-LUMO gap (alpha / beta) is 0.16779 / 0.16136 hartree. The total charge is +2. Its relative energy (zero: lowest compared OMol25 entry of this formula, charge and spin) is 40.13 kcal/mol. The value obtained for the LUMO energy (alpha / beta) is -8.4 / -8.6 eV. Its max |F| is 2.61 eV/A.

Entry from the Open Molecules 2025 dataset: a structure of composition C28H29Br2LiN10O3PS2 (ωB97M-V/def2-TZVPD).

XYZ file:
```
76
Properties=species:S:1:pos:R:3
Li 0.960 0.780 -1.198
N -0.420 5.468 -1.347
C 0.189 4.893 -2.425
N 0.071 3.628 -2.721
C 0.778 3.331 -3.879
C 1.398 4.381 -4.463
S 1.134 5.813 -3.539
C 0.818 1.941 -4.355
C 0.852 1.574 -5.656
S 0.997 -0.141 -5.780
C 1.013 -0.243 -4.044
N 0.892 0.913 -3.428
N 1.125 -1.416 -3.402
H -0.608 4.842 -0.579
H -0.120 6.389 -1.074
H 2.020 4.392 -5.341
H 0.786 2.199 -6.531
H 1.377 -2.236 -3.923
H 1.340 -1.374 -2.397
Br -4.650 -3.669 1.907
C -2.896 -4.232 2.362
C -2.481 -4.178 3.682
C -1.193 -4.582 4.003
C -0.314 -4.984 3.008
C -0.756 -5.070 1.688
C -2.053 -4.707 1.364
N 0.976 -5.502 3.370
N 2.005 -5.102 2.805
C 1.969 -3.944 1.972
C 2.485 -4.063 0.703
C 2.388 -3.035 -0.232
C 1.816 -1.796 0.081
O 1.689 -0.845 -0.767
C 1.393 -1.621 1.466
N 0.894 -0.401 1.811
C 0.600 -0.167 3.067
C 0.781 -1.115 4.093
C 1.210 -2.365 3.755
C 1.493 -2.679 2.402
H -3.159 -3.846 4.455
H -0.863 -4.578 5.034
H -0.088 -5.442 0.923
H -2.416 -4.814 0.350
H 2.932 -5.011 0.424
H 2.790 -3.174 -1.228
H 0.211 0.821 3.301
H 0.585 -0.848 5.123
H 1.365 -3.114 4.519
N -2.217 1.978 -2.981
C -3.038 1.751 -1.742
P -2.243 0.248 -1.046
O -2.625 -0.893 -1.909
O -0.818 0.659 -0.860
C -2.822 -0.099 0.663
N -1.795 -1.086 1.131
H -1.297 2.425 -2.755
H -2.697 2.563 -3.663
H -2.002 1.079 -3.429
H -4.074 1.585 -2.028
H -2.952 2.632 -1.108
H -3.803 -0.565 0.698
H -2.780 0.758 1.333
H -1.958 -1.423 2.082
H -0.854 -0.645 1.087
H -1.777 -1.902 0.512
Br 4.442 4.971 1.337
C 2.775 4.105 1.271
C 1.790 4.388 2.199
C 0.582 3.714 2.089
C 0.417 2.800 1.061
N 1.365 2.538 0.163
C 2.527 3.171 0.272
H 1.965 5.110 2.985
H -0.216 3.893 2.799
H -0.502 2.238 0.941
H 3.292 2.936 -0.459
```

The highest occupied orbital energy comes out at -9.23 eV. The value obtained for the HOMO-LUMO gap is 0.25442 hartree. The total charge is +1. Its relative energy (zero: lowest compared OMol25 entry of this formula, charge and spin) is 3.58 kcal/mol. The value obtained for the LUMO energy is -2.3 eV. Its max |F| is 0.52 eV/A.

Entry from the Open Molecules 2025 dataset: a cluster of 2 separate species, C28H29Br2N7O2 in total in a non-equilibrium geometry (ωB97M-V/def2-TZVPD).

XYZ file:
```
68
Properties=species:S:1:pos:R:3
Br -0.274 -1.785 5.498
C -0.987 -0.430 4.358
C -1.062 0.891 4.806
C -1.576 1.887 3.971
C -2.016 1.560 2.685
C -1.948 0.236 2.220
C -2.445 -0.095 0.832
C -3.873 -0.665 0.887
C -4.395 -0.934 -0.541
C -5.700 -1.702 -0.471
C -5.731 -3.074 -0.166
C -6.947 -3.764 -0.114
C -8.145 -3.089 -0.365
C -8.131 -1.725 -0.668
Br -9.762 -0.794 -1.019
C -6.913 -1.040 -0.719
N -3.370 -1.653 -1.318
N -3.507 -2.249 -2.522
N -2.322 -2.640 -2.845
N -1.387 -2.296 -1.900
C -2.046 -1.678 -0.979
N -1.574 -1.079 0.174
C -1.432 -0.755 3.073
H -0.717 1.137 5.806
H -1.635 2.912 4.324
H -2.415 2.345 2.049
H -2.454 0.824 0.232
H -3.866 -1.595 1.465
H -4.538 0.040 1.395
H -4.567 0.025 -1.040
H -4.804 -3.612 0.017
H -6.958 -4.826 0.114
H -9.091 -3.621 -0.331
H -6.924 0.017 -0.963
H -0.566 -0.948 0.212
H -1.374 -1.787 2.739
C 3.964 3.744 -3.536
N 5.022 2.777 -3.823
C 5.255 1.602 -3.229
O 6.213 0.950 -3.615
C 4.361 1.133 -2.053
C 4.838 1.697 -0.701
C 3.897 1.467 0.468
C 2.939 2.441 0.810
C 2.090 2.240 1.914
C 2.198 1.065 2.678
C 3.151 0.091 2.339
C 4.000 0.291 1.236
N 4.071 -0.314 -1.971
C 4.845 -1.397 -1.854
C 6.358 -1.344 -1.806
O 4.303 -2.485 -1.744
H 3.989 4.038 -2.485
H 2.989 3.314 -3.775
H 4.112 4.636 -4.149
H 5.669 2.997 -4.566
H 3.389 1.592 -2.228
H 5.810 1.281 -0.447
H 4.990 2.771 -0.807
H 2.860 3.351 0.233
H 1.357 2.988 2.179
H 1.550 0.910 3.529
H 3.234 -0.813 2.926
H 4.734 -0.461 0.982
H 3.095 -0.562 -1.997
H 6.716 -0.429 -1.351
H 6.736 -1.414 -2.824
H 6.719 -2.196 -1.232
```

The highest occupied orbital energy comes out at -9.22 eV. The value obtained for the HOMO-LUMO gap is 0.34600 hartree. The total charge is 0. The value obtained for the LUMO energy is 0.2 eV. Its max |F| is 2.35 eV/A.